The following is a DFT calculation (the ωB97M-V functional and the def2-TZVPD basis) of a structure of composition C28H58N2O7S in a non-equilibrium geometry.

```
96
C28H58N2O7S | the Open Molecules 2025 dataset | the ωB97M-V functional and the def2-TZVPD basis
O -3.58 5.73 2.97
C -2.55 5.63 1.99
C -2.97 4.81 0.73
C -1.86 3.97 0.10
C -2.24 2.79 -0.51
C -1.26 1.96 -1.15
N -1.54 0.78 -1.78
S -0.08 0.30 -2.27
N 0.97 1.44 -1.80
C 0.14 2.33 -1.19
C 0.51 3.55 -0.55
C -0.45 4.32 0.06
O -0.02 5.51 0.62
H -3.60 4.87 3.40
H -1.67 5.13 2.45
H -2.18 6.62 1.68
H -3.48 5.43 -0.04
H -3.75 4.10 1.07
H -3.29 2.48 -0.53
H 1.55 3.90 -0.54
H -0.29 6.28 0.09
C -5.87 -1.36 -0.03
C -6.39 -0.10 0.64
O -6.29 1.06 -0.17
C -7.01 1.04 -1.39
C -8.51 0.89 -1.22
H -4.85 -1.22 -0.39
H -5.89 -2.20 0.67
H -6.48 -1.64 -0.89
H -5.80 0.10 1.53
H -7.43 -0.24 0.98
H -6.61 0.26 -2.06
H -6.80 1.99 -1.88
H -8.77 -0.09 -0.79
H -9.01 0.97 -2.18
H -8.90 1.65 -0.55
C 1.26 -5.31 -1.20
C 0.38 -4.66 -2.26
O -0.98 -5.04 -2.18
C -1.65 -4.71 -0.98
C -1.69 -3.22 -0.69
H 1.15 -6.40 -1.23
H 2.31 -5.06 -1.37
H 0.99 -4.98 -0.20
H 0.73 -4.98 -3.25
H 0.48 -3.57 -2.23
H -1.21 -5.26 -0.14
H -2.67 -5.08 -1.09
H -0.70 -2.82 -0.50
H -2.30 -3.03 0.20
H -2.11 -2.68 -1.53
C 7.27 1.05 -0.77
C 6.28 -0.09 -0.97
O 5.50 -0.38 0.17
C 4.67 0.67 0.64
C 3.64 1.13 -0.37
H 7.90 0.87 0.10
H 7.91 1.16 -1.65
H 6.76 2.00 -0.61
H 6.84 -1.00 -1.20
H 5.64 0.10 -1.84
H 5.28 1.51 0.99
H 4.16 0.28 1.52
H 4.10 1.60 -1.24
H 2.97 1.87 0.08
H 3.04 0.29 -0.72
C 3.68 -10.23 -2.73
C 2.50 -9.33 -3.04
O 2.72 -7.97 -2.73
C 3.79 -7.34 -3.43
C 3.60 -7.32 -4.94
H 3.99 -10.11 -1.69
H 3.41 -11.28 -2.89
H 4.54 -10.01 -3.36
H 1.65 -9.64 -2.43
H 2.18 -9.44 -4.08
H 4.74 -7.80 -3.16
H 3.82 -6.31 -3.06
H 3.63 -8.33 -5.36
H 4.40 -6.74 -5.41
H 2.64 -6.88 -5.20
C 0.01 6.81 7.17
C -0.63 6.89 5.80
O 0.05 7.76 4.90
C 1.39 7.43 4.60
C 1.55 6.07 3.94
H 0.13 7.81 7.60
H -0.61 6.21 7.84
H 1.00 6.36 7.13
H -1.64 7.29 5.90
H -0.73 5.90 5.36
H 2.01 7.50 5.50
H 1.75 8.20 3.92
H 1.27 5.26 4.61
H 2.59 5.91 3.65
H 0.92 6.00 3.06
```

Results
Lowest unoccupied orbital energy (eV): -0.58
Maximum force (eV Å⁻¹): 2.6
Molar mass (g mol⁻¹): 566.85
Frontier orbital gap (eV): 8.4
E (eV): -58121.367
Charge: 0

The following is a DFT calculation (the ωB97M-V functional and the def2-TZVPD basis) of a cluster of 2 separate species, C4H13N2 in total.

```
19
C4H13N2 | the Open Molecules 2025 dataset | the ωB97M-V functional and the def2-TZVPD basis
C -0.47 -0.50 2.24
C 1.60 0.67 2.76
N 0.76 0.23 1.92
H -0.41 -1.50 1.83
H -1.30 0.01 1.75
H -0.61 -0.51 3.31
H 1.42 0.54 3.82
H 2.48 1.19 2.41
H 1.01 0.26 0.92
C 0.41 0.36 -1.33
N -0.11 0.22 -2.66
C -1.45 -0.33 -2.70
H -0.12 1.14 -0.78
H 0.27 -0.57 -0.73
H 1.47 0.58 -1.38
H 0.51 -0.36 -3.21
H -1.54 -1.30 -2.18
H -1.75 -0.49 -3.73
H -2.16 0.36 -2.26
```

Results
Energy relative to the best compared isomer or geometry (same formula, charge and spin) (kcal/mol): 55.6
Lowest unoccupied orbital energy (eV): -5.22
Maximum force (eV Å⁻¹): 0.6
Molar mass (g mol⁻¹): 89.16
Frontier orbital gap (eV): 6.8
E (eV): -7331.075
Charge: +1

- Which of these has the lowest charge?
  C28H58N2O7S

- Which of these has the highest lowest unoccupied orbital energy?
  C28H58N2O7S